50
Properties=species:S:1:pos:R:3 method="wB97M-V/def2-TZVPD" total_energy_ev=-296525.826 e_lumo_ev=-7.2 max_force_ha_per_bohr=0.0710 charge=+1 spin_multiplicity=1
B -4.41 0.21 -3.81
C -3.96 1.39 -2.93
Br -5.58 2.54 -2.60
C -3.31 1.00 -1.58
C -2.12 1.87 -1.28
Br -4.61 1.46 0.00
H -5.37 -0.44 -3.51
H -3.81 -0.10 -4.78
H -3.23 2.00 -3.45
H -3.06 -0.04 -1.48
H -2.35 2.90 -1.52
H -1.31 1.55 -1.92
H -1.83 1.80 -0.23
Ca -6.81 0.74 -0.83
C -1.98 0.22 -7.19
O -2.22 -0.92 -7.53
O -0.89 0.65 -6.75
O -2.80 1.18 -7.18
K -5.24 2.19 2.31
Cl -2.44 0.54 1.93
C 1.06 -0.44 -0.34
C 1.58 -1.55 0.58
C 1.89 -1.08 2.00
N 3.33 -0.73 2.27
C 3.87 0.24 1.28
C 3.41 -0.13 3.66
C 3.64 -1.31 4.58
C 4.64 -2.16 3.78
C 4.18 -1.99 2.33
H 1.81 0.33 -0.54
H 0.76 -0.87 -1.29
H 0.21 0.06 0.12
H 2.45 -2.05 0.13
H 0.80 -2.30 0.66
H 1.65 -1.86 2.71
H 1.30 -0.19 2.24
H 3.17 1.12 1.30
H 3.92 -0.24 0.30
H 4.87 0.51 1.60
H 4.26 0.55 3.66
H 2.51 0.44 3.84
H 2.71 -1.85 4.75
H 4.04 -1.00 5.54
H 4.65 -3.20 4.09
H 5.65 -1.78 3.90
H 3.57 -2.83 1.99
H 5.01 -1.87 1.64
Cl -7.19 4.39 -1.57
Mg -8.05 -1.43 -2.96
Br 1.64 2.47 2.08



9
Properties=species:S:1:pos:R:3 method="wB97M-V/def2-TZVPD" total_energy_ev=-21482.548 e_above_lowest_kj_mol=82.8 e_lumo_ev=4.2 max_force_ha_per_bohr=0.1044 charge=-1 spin_multiplicity=1
N -2.97 -0.72 1.36
N -3.55 0.15 0.99
N 0.37 -0.20 -1.29
O 2.69 -0.38 -0.08
O 1.24 1.53 0.44
O 0.60 -0.86 1.12
S 1.32 0.03 0.23
H -0.35 0.13 -0.74
H 0.64 0.32 -2.04



14
Properties=species:S:1:pos:R:3 method="wB97M-V/def2-TZVPD" total_energy_ev=-29768.412 e_above_lowest_kj_mol=0.0 e_lumo_ev=-3.8 max_force_ha_per_bohr=0.0723 charge=+1 smiles=[NH3+]C[C@H](Cl)CCl spin_multiplicity=1
N 0.93 0.14 1.49
C 0.93 -0.38 -0.03
C -0.05 0.37 -0.91
Cl -0.50 2.10 -0.39
C -1.40 -0.32 -1.04
Cl -2.28 -0.40 0.62
H 1.46 -0.39 2.15
H -0.06 0.25 1.65
H 1.37 1.05 1.55
H 2.05 -0.51 -0.29
H 0.61 -1.36 0.00
H 0.38 0.57 -1.84
H -2.08 0.26 -1.54
H -1.36 -1.37 -1.42



111
Properties=species:S:1:pos:R:3 method="wB97M-V/def2-TZVPD" total_energy_ev=-124331.907 e_above_lowest_kj_mol=230.1 e_lumo_ev=-5.5 max_force_ha_per_bohr=0.0078 charge=+1 spin_multiplicity=1
Pb 1.01 0.92 0.56
I 7.76 -1.84 7.23
C 6.25 -1.50 5.84
C 5.89 -2.51 4.96
C 4.89 -2.28 4.03
C 4.24 -1.05 3.98
C 4.61 -0.05 4.87
C 5.62 -0.27 5.80
C 3.15 -0.80 2.99
C 1.89 -0.67 3.52
C 1.55 -0.91 4.90
C 0.21 -0.75 5.02
C -0.28 -0.41 3.71
C -1.73 -0.20 3.45
C -2.65 -0.30 4.62
C -3.07 -1.54 5.09
C -3.94 -1.63 6.16
C -4.40 -0.47 6.78
I -5.71 -0.61 8.38
C -3.99 0.77 6.32
C -3.11 0.85 5.24
C -2.25 0.06 2.25
N -1.43 0.17 1.08
C -2.13 -1.00 -0.89
C -1.64 -0.66 -2.08
C -2.63 -0.43 -3.17
C -3.02 0.87 -3.47
C -3.96 1.11 -4.46
C -4.51 0.05 -5.16
I -5.91 0.41 -6.65
C -4.13 -1.26 -4.87
C -3.19 -1.49 -3.88
C -0.20 -0.52 -2.47
C 0.23 -0.83 -3.80
C 1.59 -0.76 -3.78
C 1.97 -0.43 -2.44
N 0.82 -0.23 -1.68
C 3.26 -0.54 -1.94
C 3.68 -0.63 -0.56
C 5.03 -0.70 -0.12
C 4.99 -0.79 1.25
C 3.62 -0.76 1.62
N 2.84 -0.67 0.51
C 4.34 -0.65 -2.95
C 5.14 -1.79 -3.03
C 6.12 -1.89 -3.99
C 6.33 -0.85 -4.89
I 7.81 -1.00 -6.33
C 5.54 0.30 -4.82
C 4.55 0.39 -3.86
C -3.59 -1.14 -0.51
C -3.62 0.40 1.73
N 0.71 -0.36 2.82
H 6.38 -3.47 5.00
H 4.61 -3.06 3.34
H 4.11 0.91 4.84
H 5.91 0.52 6.48
H 2.24 -1.19 5.68
H -0.39 -0.87 5.91
H -2.70 -2.45 4.62
H -4.26 -2.60 6.52
H -4.34 1.67 6.80
H -2.79 1.82 4.88
H -2.58 1.70 -2.92
H -4.25 2.13 -4.68
H -4.56 -2.08 -5.42
H -2.89 -2.51 -3.65
H -0.40 -1.09 -4.63
H 2.26 -0.99 -4.59
H 5.91 -0.67 -0.74
H 5.84 -0.84 1.91
H 4.98 -2.60 -2.33
H 6.73 -2.79 -4.06
H 5.71 1.11 -5.51
H 3.93 1.28 -3.80
H -4.29 -1.35 -1.31
H -4.35 0.60 2.51
C -2.63 4.79 -6.27
C -2.22 4.48 -4.86
C -1.01 3.85 -4.59
C -0.62 3.57 -3.29
C -1.46 3.93 -2.24
C -2.67 4.56 -2.48
C -3.04 4.83 -3.79
S -0.99 3.52 -0.58
O -1.89 4.20 0.31
O 0.43 3.78 -0.49
N -1.15 1.92 -0.49
C -2.01 1.35 0.37
C -3.23 1.58 0.86
C -4.17 -0.67 0.77
C -3.65 -2.11 0.78
C -2.28 -2.23 1.06
C -1.71 -3.43 1.57
C -0.40 -3.66 1.36
C 0.45 -2.64 0.75
N -0.01 -1.52 0.39
C -1.39 -1.17 0.42
H -1.91 4.41 -6.99
H -2.72 5.87 -6.42
H -3.61 4.35 -6.50
H -0.36 3.58 -5.41
H 0.33 3.09 -3.09
H -3.29 4.85 -1.65
H -3.98 5.34 -3.98
H -3.86 2.43 0.64
H -5.25 -0.67 0.72
H -4.31 -2.96 0.87
H -2.35 -4.17 2.05
H 0.06 -4.58 1.70
H 1.52 -2.78 0.72



50
Properties=species:S:1:pos:R:3 method="wB97M-V/def2-TZVPD" total_energy_ev=-26301.901 e_above_lowest_kj_mol=27.5 e_lumo_ev=-5.2 max_force_ha_per_bohr=0.0328 charge=+1 spin_multiplicity=1
C 5.57 -4.01 -1.90
C 5.14 -2.55 -1.86
C 3.88 -2.28 -2.68
C 3.43 -0.83 -2.78
O 3.03 -0.39 -1.48
C 2.62 0.89 -1.35
C 2.14 1.26 -0.14
H 6.46 -4.17 -1.28
H 4.78 -4.67 -1.53
H 5.82 -4.33 -2.92
H 4.96 -2.24 -0.82
H 5.96 -1.92 -2.25
H 4.06 -2.62 -3.70
H 3.06 -2.88 -2.27
H 4.24 -0.20 -3.18
H 2.57 -0.78 -3.47
H 2.67 1.54 -2.24
H 1.81 2.27 0.03
H 2.15 0.54 0.69
C -4.75 -3.52 -1.47
O -3.80 -2.66 -2.12
C -3.33 -1.54 -1.50
C -2.31 -0.84 -2.20
C -1.66 0.21 -1.60
C -2.01 0.66 -0.29
C -1.22 1.67 0.31
C -1.33 2.20 1.62
C -0.80 3.50 1.88
C -0.94 4.09 3.13
C -1.62 3.43 4.16
C -1.77 4.09 5.50
C -2.13 2.14 3.93
C -1.93 1.50 2.71
C -3.18 0.07 0.30
C -3.76 -1.06 -0.24
H -4.94 -4.29 -2.22
H -4.34 -3.97 -0.56
H -5.69 -2.99 -1.24
H -2.05 -1.18 -3.20
H -0.86 0.73 -2.13
H -0.50 2.16 -0.35
H -0.33 4.04 1.06
H -0.54 5.09 3.31
H -2.47 3.52 6.13
H -0.81 4.15 6.02
H -2.15 5.12 5.39
H -2.69 1.65 4.73
H -2.26 0.47 2.59
H -3.64 0.54 1.17
H -4.56 -1.59 0.30



7
Properties=species:S:1:pos:R:3 method="wB97M-V/def2-TZVPD" total_energy_ev=-11274.646 e_above_lowest_kj_mol=289.7 e_lumo_ev="-0.2 / -0.2" max_force_ha_per_bohr=0.0515 spin_multiplicity=1
C 0.49 1.19 -0.32
C 0.69 0.02 0.35
C -0.49 -0.62 0.07
F -0.57 1.96 -0.20
F 1.88 -0.57 0.42
F -0.54 -1.79 -0.56
H -1.46 -0.19 0.24